{"formula": "C39H30N2O4P2Pd", "method": "ωB97M-V/def2-TZVPD", "symbols": ["C", "H", "C", "C", "H", "O", "H", "H", "H", "C", "C", "H", "C", "H", "C", "C", "Pd", "H", "N", "C", "C", "C", "C", "H", "N", "H", "O", "O", "C", "H", "C", "H", "C", "C", "P", "H", "C", "C", "H", "C", "H", "H", "C", "H", "H", "C", "H", "C", "C", "C", "C", "O", "C", "H", "H", "C", "C", "C", "C", "H", "C", "H", "C", "C", "C", "H", "C", "C", "C", "H", "H", "P", "H", "H", "H", "C", "C", "H"], "coordinates": [[6.636018, 0.901932, -2.185644], [-0.117543, -2.641558, -3.352259], [3.910117, 1.112044, -1.726610], [5.778842, 1.213907, -3.235128], [4.371491, 0.645972, 0.316630], [0.667954, 2.469256, 1.527169], [2.512062, -2.163493, -0.963246], [0.373638, 5.825358, -4.213096], [-1.583885, -2.185480, 0.311274], [0.721816, 4.933972, -3.708736], [4.418683, 1.327205, -3.007200], [1.513743, 0.094595, 2.094239], [-2.596338, 0.381767, 1.377588], [1.206363, -2.087416, 3.220824], [4.769998, 0.801258, -0.678728], [-1.021702, -2.045187, -3.403294], [0.206482, 1.073922, 0.138995], [-1.125530, -4.131352, 1.750197], [1.471840, -0.156020, -2.223811], [0.948359, -4.246950, 1.203640], [-3.816776, 0.013738, 2.035039], [1.609893, 2.644303, -2.402604], [0.143229, 3.706059, -3.990013], [-2.520723, 0.582252, -1.855456], [-0.307758, -2.578481, 5.343664], [-5.701099, 0.856269, 4.725119], [-1.018415, -2.625379, 6.325280], [0.280701, 3.525800, 3.445199], [-0.334397, -3.714180, 1.141835], [0.105683, 1.611534, -3.548187], [6.135476, 0.699944, -0.909349], [6.804418, 0.467325, -0.092055], [-5.393194, 0.323126, 3.835254], [-0.530715, 1.067954, 4.615767], [0.071156, -0.547601, -1.350483], [3.754348, 1.603818, -3.817866], [-3.377691, -0.560967, -3.470632], [1.711519, -2.602632, -0.377920], [-3.964610, -1.874718, -5.056052], [-4.595123, -1.042865, 1.558338], [7.699814, 0.824460, -2.366220], [2.972011, 3.960408, -1.377513], [-5.757120, -1.411908, 2.216104], [-7.065688, -1.021561, 3.871056], [2.186842, 5.978590, -2.537420], [1.967788, -3.692430, 0.444348], [1.624848, -0.365225, -3.202728], [0.251135, 1.163165, 3.467833], [-0.721749, -0.152943, 5.240036], [0.375625, 2.510210, 2.781691], [0.429094, -2.073066, -0.442391], [0.238001, -3.544287, 4.845407], [-3.188595, -1.617570, -4.347440], [1.152453, -5.086338, 1.854769], [-0.993084, 1.968138, 4.995619], [2.184128, 3.882026, -2.118052], [-2.383190, -0.230699, -2.559152], [0.581862, 2.563292, -3.334944], [-0.095174, -1.268112, 4.708997], [2.967595, -4.102647, 0.494481], [-1.205359, -0.969899, -2.533682], [-3.625242, 1.512003, 3.551992], [-2.012286, -2.359363, -4.316337], [-0.594722, -2.628607, 0.324017], [0.883738, 0.028584, 2.977362], [-1.344901, -0.253443, 6.115808], [-4.230387, 0.695147, 3.181739], [-1.565849, 0.692487, 0.822470], [0.723933, -1.197950, 3.597027], [-0.658078, 3.634612, -4.713409], [-6.350091, -2.234625, 1.838354], [2.133640, 1.205403, -1.418183], [-1.876375, -3.189912, -4.995805], [-4.299484, 0.004294, -3.488972], [-4.279953, -1.570071, 0.666282], [1.741212, 5.020684, -2.769169], [-6.159410, -0.731093, 3.356622], [6.174691, 1.379211, -4.228278]], "atomic_forces_ev_per_a": [[-0.01, 0.00, -0.01], [0.00, -0.01, 0.00], [0.01, -0.02, 0.23], [0.02, -0.01, 0.00], [0.00, 0.01, 0.01], [0.02, 0.44, -0.31], [-0.04, 0.00, 0.03], [0.00, 0.01, -0.01], [0.00, 0.00, -0.01], [0.00, -0.02, 0.00], [0.00, 0.03, 0.01], [-0.04, 0.02, 0.16], [-0.02, 0.01, -0.23], [0.00, -0.02, 0.01], [0.01, -0.02, 0.01], [-0.01, 0.02, 0.02], [0.64, -0.04, -0.48], [0.00, -0.01, 0.01], [0.05, 0.16, -0.04], [0.00, 0.00, -0.02], [0.04, 0.01, 0.07], [0.17, -0.03, -0.04], [0.00, 0.01, 0.01], [0.01, 0.00, 0.01], [0.00, 0.12, -0.03], [-0.01, 0.01, 0.01], [-0.07, -0.02, 0.10], [-0.14, -0.01, -0.01], [0.01, 0.00, 0.00], [0.03, 0.05, 0.01], [-0.02, -0.02, 0.01], [0.01, 0.00, 0.01], [0.00, 0.00, 0.00], [0.05, -0.05, -0.07], [0.38, -0.31, 0.41], [0.00, 0.00, 0.00], [0.01, 0.00, 0.01], [0.07, 0.01, -0.06], [-0.01, 0.00, -0.01], [0.00, 0.00, -0.02], [0.01, 0.00, 0.00], [0.00, -0.01, 0.01], [-0.01, 0.01, 0.01], [-0.01, 0.00, 0.01], [0.00, 0.01, 0.00], [-0.03, -0.03, 0.02], [0.01, -0.11, 0.06], [-0.26, -0.02, 0.20], [-0.01, 0.02, -0.03], [0.31, -0.16, 0.22], [-0.04, 0.00, -0.14], [0.05, -0.13, -0.07], [0.01, -0.01, -0.01], [0.00, 0.00, 0.02], [-0.01, 0.02, 0.02], [0.00, 0.02, 0.00], [-0.02, 0.04, -0.04], [-0.04, -0.06, -0.02], [0.01, 0.01, -0.02], [0.01, -0.01, 0.00], [-0.15, 0.19, 0.11], [0.00, 0.01, 0.00], [-0.01, -0.01, -0.02], [-0.03, -0.02, 0.04], [0.18, -0.08, -0.04], [-0.01, -0.01, 0.00], [0.00, -0.01, 0.01], [-0.26, -0.10, 0.18], [-0.01, 0.02, -0.02], [-0.01, 0.00, -0.01], [-0.01, -0.01, -0.01], [-0.86, 0.15, -0.25], [0.00, -0.01, -0.01], [-0.01, 0.01, 0.00], [0.00, 0.00, 0.00], [0.00, 0.00, -0.01], [0.00, 0.00, 0.00], [0.00, 0.00, -0.01]]}

***

{"formula": "C39H31BF3NO2S", "method": "ωB97M-V/def2-TZVPD", "symbols": ["S", "C", "C", "C", "H", "C", "H", "C", "H", "C", "C", "C", "C", "C", "C", "C", "C", "C", "H", "B", "H", "C", "C", "C", "H", "C", "C", "C", "C", "C", "H", "H", "H", "C", "C", "N", "F", "C", "H", "H", "C", "H", "C", "O", "C", "C", "H", "H", "H", "H", "H", "H", "H", "H", "C", "H", "H", "H", "C", "C", "C", "H", "F", "H", "C", "H", "F", "H", "O", "H", "H", "C", "C", "H", "C", "H", "C", "C"], "coordinates": [[2.106305, 1.042302, -5.591649], [-2.841761, 2.084276, -1.651408], [2.182208, -3.841341, 2.472632], [3.229887, 2.459908, 3.831433], [-3.837440, 0.429674, -2.618984], [-1.019466, -0.687526, 3.558250], [5.348396, -1.014622, 0.193972], [1.288610, -2.899046, 1.958053], [-0.215742, -0.547099, -7.848866], [3.816292, -2.336192, -0.529319], [1.262903, 2.160878, 2.414120], [-2.891728, 0.895332, -2.370530], [4.468936, -1.107211, -0.451955], [-1.627276, 2.692443, -1.368585], [2.015775, 1.198052, -8.439271], [0.875087, 0.155513, -4.696763], [1.602200, -1.543221, 2.088270], [0.360750, -0.166843, -6.996969], [-3.753017, 0.136458, 0.936697], [0.925303, 0.132235, -3.039112], [1.431786, 0.822650, -9.288764], [0.052859, -0.476193, -5.608449], [3.595295, -2.080317, 3.399656], [1.599327, 0.808807, 2.271870], [-1.367207, 0.006283, 0.248205], [-0.460732, 0.889711, -2.483289], [2.210153, -1.413614, -2.045385], [-0.433236, 2.099726, -1.801557], [-4.091461, 2.739852, -1.109791], [2.675477, -2.503032, -1.307795], [4.431366, -1.731621, 4.002523], [-5.848257, 0.413241, 4.969460], [-0.780789, -1.140845, -5.375318], [4.020344, -0.000968, -1.168840], [-3.381605, -0.383166, 3.016727], [-4.695784, -0.364871, 3.410681], [-4.263684, 4.011226, -1.589644], [2.798455, -1.143367, 2.751342], [1.908006, 4.060624, 3.234863], [-6.474057, -1.252841, 2.784708], [-0.643851, -0.395849, 2.215853], [0.358614, -3.197914, 1.474741], [-5.116621, -0.386645, 4.801046], [1.000212, -1.300049, -2.621311], [-1.682479, 0.303920, -2.774277], [3.299139, -3.435917, 3.227675], [4.192039, -3.184320, 0.049781], [0.332372, 2.538326, 1.990799], [-0.253406, -0.910753, 4.296301], [3.848662, 3.114731, 4.453593], [0.497976, 2.630866, -1.619920], [-5.619095, -1.336133, 5.028621], [-1.607718, 3.629502, -0.819439], [2.103798, -3.425399, -1.336603], [-2.347116, -0.685868, 3.950453], [-5.505857, -0.556309, 1.462162], [2.003724, -4.909130, 2.312028], [-2.589356, -0.946741, 4.984273], [2.898143, -0.156554, -1.992647], [2.116102, 2.990175, 3.150641], [3.555991, 1.103577, 3.718586], [1.984523, 2.295873, -8.456873], [-5.231017, 2.043998, -1.391819], [3.058245, 0.878081, -8.565789], [0.780050, -0.346752, 1.895686], [-4.276220, -0.245369, 5.481023], [-4.025587, 2.844111, 0.261908], [-1.713265, -0.606109, -3.364818], [2.176804, 0.816966, -2.571325], [4.383204, 0.652924, 4.264296], [-6.415105, 0.501747, 2.584199], [-2.985653, -0.118356, 1.668551], [-5.821322, -0.417716, 2.497435], [4.483735, 0.978460, -1.094092], [2.794052, 0.306665, 2.873675], [3.951680, -4.192730, 3.674875], [-1.661727, -0.149867, 1.285568], [1.453888, 0.669265, -7.156112]], "atomic_forces_ev_per_a": [[-0.65, -0.10, 0.08], [-0.57, 0.11, 0.24], [0.19, -0.05, 0.18], [-0.33, 0.35, -0.39], [0.00, 0.07, 0.06], [0.13, -0.04, -0.71], [-0.29, -0.01, -0.27], [-0.01, 0.07, -0.03], [0.24, 0.14, 0.37], [0.08, -0.41, 0.24], [0.00, -0.31, -0.01], [0.68, -0.28, -0.12], [0.44, 0.04, 0.29], [0.59, -0.12, -0.16], [0.13, 0.05, 0.08], [0.28, -0.19, -0.58], [0.21, 0.62, 0.20], [0.54, 0.34, 0.37], [0.39, -0.12, 0.13], [-1.37, 0.93, -1.78], [0.13, 0.07, 0.21], [0.44, 0.64, -0.71], [-0.19, 0.56, -0.54], [0.54, 0.23, -0.01], [-0.28, 0.16, 0.09], [1.54, -0.74, -0.25], [-0.18, 0.32, 0.98], [-0.75, 0.56, 0.36], [-0.05, 0.07, -0.01], [-0.29, 0.35, -0.64], [-0.09, -0.29, -0.09], [0.14, -0.05, 0.01], [0.28, 0.25, 0.18], [-0.52, 0.09, -0.68], [0.54, -0.06, -0.19], [0.04, 0.02, 0.04], [0.00, -0.95, 0.49], [-0.15, -1.38, 0.03], [-0.02, -0.45, -0.01], [0.10, 0.05, -0.12], [-1.18, -0.17, -0.24], [0.28, 0.01, 0.03], [0.05, -0.08, -0.18], [1.03, 0.03, 0.48], [-1.08, 0.32, 0.20], [-0.24, -0.22, -0.35], [-0.09, 0.29, -0.17], [0.25, -0.02, 0.03], [-0.04, 0.02, -0.11], [-0.30, -0.24, -0.25], [0.01, -0.27, 0.00], [0.14, 0.05, 0.10], [-0.02, -0.06, -0.06], [0.14, 0.02, 0.09], [-0.12, 0.10, -0.36], [-0.11, 0.02, 0.25], [-0.01, 0.45, 0.15], [0.21, 0.13, -0.49], [-0.41, -0.24, 0.94], [0.39, -0.07, 0.28], [-0.19, -0.38, -0.68], [0.07, -0.23, -0.07], [0.73, 0.53, 0.22], [-0.18, 0.14, -0.08], [1.14, -0.86, 1.99], [-0.28, 0.04, -0.11], [-0.24, 0.08, -0.89], [-0.01, 0.02, 0.16], [0.29, -0.78, 0.29], [-0.13, 0.27, -0.04], [0.07, -0.09, -0.19], [-0.73, -0.16, 0.61], [0.02, 0.14, 0.03], [0.00, -0.16, 0.06], [-0.43, 1.22, 0.41], [-0.30, 0.28, -0.17], [0.47, 0.24, 0.11], [-1.11, -0.95, 0.66]]}

***

{"formula": "C39H31Cl2N6O4PSSrTe", "method": "ωB97M-V/def2-TZVPD", "total_charge": -2, "symbols": ["C", "N", "H", "C", "H", "H", "C", "C", "H", "C", "H", "C", "H", "H", "N", "C", "H", "N", "H", "C", "H", "C", "C", "C", "H", "C", "Cl", "C", "C", "C", "C", "Cl", "C", "C", "C", "C", "C", "O", "H", "O", "H", "C", "N", "S", "H", "H", "C", "H", "Sr", "C", "C", "H", "C", "H", "H", "H", "H", "H", "Te", "H", "C", "C", "C", "H", "C", "C", "C", "N", "C", "C", "H", "O", "P", "H", "C", "C", "C", "H", "C", "N", "H", "H", "O", "C", "H", "H"], "coordinates": [[0.456097, -6.157247, 3.826274], [-0.946430, 0.524259, 1.380975], [-3.531832, 0.830841, 3.489499], [2.095285, -3.200611, -0.396250], [-1.670468, 1.476780, 5.042950], [4.075493, -3.350454, -1.200413], [2.581379, -3.861444, -2.656140], [0.062208, -4.883103, 4.208497], [0.645872, 1.470867, 4.182556], [-0.196925, -3.918983, 3.242975], [0.300209, 4.338326, -1.321778], [0.727847, -3.337344, -0.640274], [2.439910, -2.865743, 0.578123], [2.712991, -0.272151, -1.160920], [-2.647056, -1.392009, -0.578122], [-0.669090, 5.073850, 1.478237], [0.662216, -6.911525, 4.576275], [2.171094, 3.500435, -3.666894], [-0.503198, -2.921930, 3.539935], [-2.959926, 6.784177, 1.793562], [-3.651064, 0.437205, -0.647257], [0.591188, -6.461110, 2.477577], [-5.021482, -1.068969, -1.242314], [-0.173820, 1.193121, 3.537421], [0.902053, -7.453391, 2.173110], [-1.933639, 4.799216, 0.897902], [-2.207990, 3.361216, -0.059846], [1.059863, 3.220187, -2.952971], [2.706279, 0.160785, -0.167542], [-0.066376, -4.210803, 1.886744], [0.300252, -3.728857, -1.905132], [0.809292, 6.767768, 3.040403], [-5.255743, -2.374786, -1.034387], [2.760032, 2.318715, -4.043516], [-1.470108, 1.198182, 4.015309], [1.416599, 0.799425, 1.627921], [1.226884, -3.986321, -2.908872], [1.119331, -0.797457, -3.132878], [-6.268033, -2.758011, -1.130063], [3.086144, -0.620998, -4.191432], [0.460972, -5.728530, 0.465657], [2.057356, -0.152041, -3.642261], [-1.931911, -3.494131, 0.088633], [0.717597, 4.070985, 1.301740], [-0.040929, -4.635418, 5.257928], [4.670994, 1.480485, 2.220119], [0.045684, 0.855108, 2.204586], [0.379302, 5.233242, -2.860306], [-0.362795, -0.129340, -1.359548], [-4.194010, -3.265466, -0.663965], [0.334869, -5.493956, 1.516557], [-4.351362, -4.319977, -0.481229], [-2.971244, -2.665660, -0.421883], [-1.643659, 7.998118, 2.996021], [3.299643, -4.023928, -3.448877], [3.974846, 0.434068, -4.759157], [-0.872179, 3.992618, -2.601557], [2.540889, 4.407399, -3.898234], [-3.013205, 0.260508, -3.210209], [-5.815117, -0.391788, -1.533864], [-2.501389, 0.846055, 3.161470], [3.785070, 1.122261, 1.710601], [0.162998, 4.266061, -2.404225], [4.825112, 0.455684, -0.066911], [3.016178, -3.470580, -1.394775], [3.878880, 0.560582, 0.445465], [-1.753879, 7.103928, 2.397095], [1.510996, 0.284334, 0.403008], [4.006061, 2.360946, -4.831842], [-3.038382, 5.622260, 1.043216], [-3.824875, 7.424585, 1.907654], [4.553376, 1.209183, -5.134188], [-0.483772, -2.884641, 0.678595], [-3.961695, 5.331417, 0.560361], [-0.662965, 6.271120, 2.234629], [1.937740, 1.343112, -3.535445], [2.547133, 1.241203, 2.312790], [-2.951819, 0.190150, 1.157208], [-2.189686, 0.509577, 1.853933], [0.898183, 1.914682, -2.846988], [-2.200639, -4.445290, 0.284116], [-0.762973, -3.799691, -2.106720], [4.494135, 3.432456, -5.145744], [-3.639764, -0.513906, -1.188871], [2.453853, 1.715147, 3.277350], [0.881047, -4.245038, -3.901177]], "atomic_forces_ev_per_a": [[0.00, -0.01, 0.00], [0.03, 0.02, 0.00], [0.00, 0.00, 0.00], [0.04, 0.07, -0.06], [0.00, 0.00, -0.01], [0.00, 0.01, 0.00], [0.01, -0.01, -0.01], [-0.01, 0.01, -0.01], [0.00, -0.01, 0.00], [0.00, -0.01, 0.02], [-0.03, 0.02, 0.02], [-0.16, -0.07, 0.03], [-0.02, -0.02, 0.02], [0.10, -0.04, -0.03], [0.12, -0.04, -0.23], [-0.02, -0.05, 0.01], [0.00, 0.00, 0.00], [-0.02, -0.03, 0.02], [0.00, 0.01, -0.01], [-0.01, 0.03, 0.02], [0.02, 0.02, -0.05], [0.00, 0.00, 0.00], [0.00, 0.01, -0.01], [0.02, 0.00, -0.08], [0.00, 0.00, 0.00], [-0.15, 0.02, -0.01], [0.15, 0.09, 0.12], [-0.07, 0.02, -0.01], [0.11, 0.12, 0.04], [-0.09, -0.01, 0.06], [0.03, 0.02, -0.01], [-0.01, 0.00, 0.00], [-0.04, 0.01, -0.01], [-0.15, 0.08, -0.04], [-0.03, 0.00, 0.02], [0.03, 0.08, 0.00], [-0.03, 0.01, 0.01], [0.43, -0.38, -0.02], [0.00, -0.02, -0.01], [0.02, 0.04, -0.11], [0.00, 0.00, 0.00], [-0.04, 0.27, 0.11], [-0.14, -0.01, 0.07], [0.05, -0.11, -0.03], [0.00, -0.01, 0.01], [0.00, 0.00, 0.00], [-0.05, 0.06, 0.07], [0.00, 0.00, 0.01], [-1.24, 0.19, -0.03], [0.04, 0.05, -0.01], [0.02, 0.02, -0.02], [0.00, -0.01, 0.03], [0.03, -0.11, 0.06], [-0.02, 0.01, 0.00], [0.00, 0.01, -0.01], [0.03, -0.09, -0.02], [-0.02, -0.01, 0.02], [0.02, -0.01, -0.02], [0.12, 0.00, -0.07], [0.00, 0.01, 0.00], [-0.01, 0.00, 0.01], [0.02, -0.01, -0.03], [0.04, -0.02, 0.01], [0.00, -0.01, 0.01], [0.00, 0.02, 0.02], [0.02, 0.03, 0.03], [0.00, -0.02, -0.02], [0.32, -0.12, 0.00], [0.13, 0.03, 0.10], [0.03, -0.04, -0.01], [0.00, 0.01, 0.01], [-0.06, -0.11, -0.02], [0.28, 0.08, -0.06], [-0.01, 0.01, 0.00], [0.03, 0.02, 0.01], [0.21, -0.07, -0.03], [-0.06, 0.01, -0.05], [-0.02, 0.01, 0.01], [0.05, -0.01, -0.02], [0.11, -0.05, 0.07], [0.02, 0.01, -0.08], [0.00, -0.01, 0.00], [-0.05, 0.04, -0.04], [-0.14, -0.02, 0.25], [0.00, 0.00, 0.00], [0.00, -0.01, -0.01]]}

***

The records above give, respectively, DFT total energy values of -74155.352, -66195.034, -111382.368 eV.